Entry 1:
Formula: C50H78O35
Source: OMol25
Level of theory: ωB97M-V with the def2-TZVPD basis set

Output
Max |F|   3.1 eV/Å
E_HOMO   -0.3439 Eh
Molecular weight   1239.139 Da
E   -4585.5984 hartree

Structure (XYZ):
```
163
C50H78O35, DFT ωB97M-V with the def2-TZVPD basis set
C -3.949 -1.617 3.645
C -2.619 -2.277 4.063
O -1.853 -1.655 4.739
C -2.407 -3.706 3.616
H -3.718 -1.034 2.768
H -4.337 -0.981 4.421
H -4.664 -2.415 3.319
H -1.495 -4.028 4.088
H -2.307 -3.869 2.516
H -3.191 -4.377 3.952
C -1.348 -0.476 1.500
C -0.628 0.568 0.686
O -1.142 1.689 0.570
C 0.684 0.148 0.016
H -2.416 -0.295 1.351
H -1.095 -0.335 2.559
H -1.093 -1.469 1.080
H 0.892 -0.877 0.253
H 1.448 0.781 0.294
H 0.549 0.270 -1.059
C 1.359 -7.368 -0.311
C 1.686 -6.889 1.043
C 2.779 -5.896 1.163
O 2.060 -4.643 1.188
C 0.810 -4.891 1.462
O -0.055 -4.084 1.569
O 0.540 -6.161 1.541
H 0.278 -7.676 -0.294
H 1.903 -8.227 -0.592
H 1.497 -6.506 -1.002
H 1.898 -7.732 1.729
H 3.419 -5.929 0.305
H 3.316 -5.897 2.074
C -4.660 0.420 -3.512
C -3.388 1.358 -3.637
C -2.759 1.872 -2.346
O -1.389 1.686 -2.583
C -1.212 0.872 -3.614
O -0.107 0.450 -3.901
O -2.360 0.580 -4.259
H -4.546 -0.363 -2.721
H -5.020 0.068 -4.518
H -5.501 1.048 -3.194
H -3.547 2.221 -4.269
H -3.044 1.307 -1.445
H -3.009 2.940 -2.290
C 1.110 4.035 -0.629
C 1.868 3.245 -1.702
C 1.500 3.565 -3.127
O 2.766 3.733 -3.818
C 3.660 4.092 -2.883
O 4.667 4.707 -3.179
O 3.306 3.664 -1.669
H 1.518 3.749 0.333
H 0.076 3.743 -0.545
H 1.213 5.137 -0.663
H 1.812 2.202 -1.483
H 0.865 4.420 -3.254
H 1.045 2.714 -3.654
C 4.121 2.468 2.236
C 4.176 1.555 1.029
C 5.593 1.341 0.412
O 5.523 -0.065 0.058
C 4.461 -0.648 0.676
O 4.251 -1.829 0.708
O 3.707 0.258 1.302
H 4.523 3.470 2.041
H 4.780 2.033 3.030
H 3.072 2.481 2.547
H 3.513 2.007 0.337
H 6.439 1.409 1.085
H 5.802 1.946 -0.471
C -3.630 3.789 0.888
C -3.222 5.106 0.166
C -2.055 5.954 0.708
O -1.332 6.299 -0.491
C -1.797 5.621 -1.559
O -1.396 5.709 -2.663
O -2.697 4.751 -1.126
H -2.741 3.192 1.171
H -4.186 3.196 0.147
H -4.287 4.087 1.736
H -4.152 5.670 0.036
H -1.229 5.510 1.330
H -2.388 6.839 1.230
C -2.816 2.044 4.418
C -1.502 2.415 5.109
C -0.376 1.297 5.020
O 0.219 1.693 3.777
C -0.052 2.998 3.531
O 0.478 3.582 2.680
O -0.950 3.498 4.433
H -2.614 1.540 3.403
H -3.347 2.994 4.133
H -3.407 1.388 5.086
H -1.800 2.716 6.133
H -0.983 0.360 4.910
H 0.326 1.367 5.849
C 4.964 -1.924 -3.072
C 3.492 -1.928 -2.654
C 2.499 -1.765 -3.758
O 1.451 -2.615 -3.373
C 1.861 -3.465 -2.422
O 1.130 -4.313 -1.936
O 3.123 -3.247 -2.111
H 5.636 -1.770 -2.217
H 5.093 -1.086 -3.758
H 5.198 -2.806 -3.626
H 3.306 -1.237 -1.841
H 2.817 -2.086 -4.798
H 2.127 -0.759 -3.868
C 2.730 -3.907 4.652
C 3.099 -2.940 3.572
C 1.871 -2.182 3.097
O 1.783 -0.989 3.919
C 3.006 -0.770 4.436
O 3.338 0.245 4.958
O 3.825 -1.803 4.105
H 2.038 -4.666 4.282
H 2.111 -3.388 5.350
H 3.582 -4.338 5.091
H 3.738 -3.298 2.764
H 0.958 -2.766 3.254
H 2.005 -1.923 2.028
C 3.976 2.388 -6.517
C 4.785 1.442 -5.683
C 5.790 2.065 -4.738
O 5.357 1.794 -3.406
C 4.161 1.151 -3.467
O 3.419 0.886 -2.559
O 3.952 0.748 -4.768
H 4.584 2.818 -7.313
H 3.501 3.178 -5.907
H 3.179 1.816 -7.041
H 5.279 0.660 -6.218
H 5.744 3.183 -4.729
H 6.825 1.657 -4.912
C -1.448 -2.454 -1.320
C -1.750 -3.653 -2.205
C -1.729 -5.068 -1.519
O -2.839 -5.712 -2.019
C -3.664 -4.834 -2.600
O -4.683 -5.093 -3.116
O -3.107 -3.595 -2.674
H -0.385 -2.389 -1.040
H -2.072 -2.531 -0.421
H -1.800 -1.522 -1.779
H -1.043 -3.695 -3.076
H -1.697 -4.968 -0.401
H -0.850 -5.647 -1.786
C -7.449 2.690 2.784
C -7.255 1.514 1.796
C -7.296 1.968 0.352
O -6.364 1.113 -0.290
C -5.531 0.647 0.603
O -4.494 0.069 0.355
O -5.960 0.906 1.858
H -6.796 3.511 2.451
H -7.329 2.372 3.796
H -8.419 2.997 2.658
H -7.991 0.731 1.926
H -6.819 2.979 0.245
H -8.251 1.948 -0.120
```

***

Entry 2:
Formula: C50H78O37S
Source: OMol25
Level of theory: ωB97M-V with the def2-TZVPD basis set

Output
Max |F|   6.0 eV/Å
E_HOMO   -0.3290 Eh
Molecular weight   1303.204 Da
E   -5134.0271 hartree

Structure (XYZ):
```
166
C50H78O37S, DFT ωB97M-V with the def2-TZVPD basis set
C 7.046 0.622 7.206
C 5.902 1.070 8.114
C 5.537 2.524 7.945
O 4.104 2.433 7.924
C 3.670 1.210 7.965
O 2.483 0.931 7.955
O 4.713 0.375 7.928
H 7.352 -0.398 7.435
H 7.881 1.258 7.500
H 6.791 0.836 6.168
H 6.095 0.831 9.160
H 5.980 2.846 7.003
H 5.939 3.057 8.806
C 4.944 11.131 -0.541
C 4.069 12.314 -0.681
C 2.767 12.148 -1.454
O 1.774 12.713 -0.648
C 2.321 13.128 0.482
O 1.760 13.659 1.411
O 3.645 12.803 0.524
H 5.445 10.868 -1.473
H 4.353 10.222 -0.429
H 5.611 11.057 0.318
H 4.648 13.035 -1.260
H 2.548 11.097 -1.640
H 2.949 12.489 -2.473
C -2.108 -3.050 -8.748
C -1.960 -4.232 -7.707
C -2.060 -5.694 -8.217
O -0.920 -6.302 -7.550
C -0.237 -5.332 -6.957
O 0.813 -5.525 -6.341
O -0.728 -4.110 -7.136
H -1.943 -2.107 -8.227
H -3.119 -3.093 -9.154
H -1.397 -3.128 -9.570
H -2.759 -4.135 -6.972
H -2.032 -5.717 -9.306
H -2.971 -6.238 -7.965
C 4.658 3.516 -10.369
C 4.710 2.290 -9.456
C 3.619 1.296 -9.707
O 4.215 0.102 -10.052
C 5.553 0.288 -10.124
O 6.442 -0.611 -10.267
O 5.858 1.602 -9.889
H 3.653 3.925 -10.272
H 4.706 3.215 -11.416
H 5.409 4.231 -10.031
H 4.647 2.534 -8.395
H 3.009 1.690 -10.519
H 2.974 1.112 -8.847
C 3.556 -6.761 7.404
C 4.571 -6.694 8.567
C 4.414 -7.920 9.466
O 5.776 -8.297 9.709
C 6.613 -7.782 8.831
O 7.748 -8.177 8.667
O 5.970 -6.863 8.109
H 2.556 -7.018 7.755
H 3.776 -7.566 6.702
H 3.450 -5.827 6.852
H 4.500 -5.748 9.104
H 3.850 -8.737 9.016
H 3.771 -7.616 10.292
C -4.645 6.402 -6.727
C -3.675 6.943 -5.684
C -3.119 8.293 -6.009
O -3.135 9.008 -4.767
C -3.954 8.427 -3.886
O -4.238 8.875 -2.788
O -4.317 7.223 -4.378
H -4.148 6.361 -7.696
H -5.568 6.982 -6.740
H -4.875 5.356 -6.526
H -2.847 6.259 -5.495
H -3.683 8.928 -6.692
H -2.122 8.242 -6.447
C -9.370 5.337 2.288
C -8.460 4.201 1.846
C -7.186 3.895 2.771
O -7.671 2.702 3.426
C -8.782 2.248 2.908
O -9.473 1.296 3.309
O -9.290 3.070 1.940
H -9.723 5.266 3.317
H -10.315 5.341 1.746
H -8.903 6.315 2.171
H -8.149 4.313 0.807
H -7.029 4.683 3.508
H -6.296 3.640 2.196
C -8.466 -3.554 -6.494
C -8.795 -2.450 -5.507
C -9.108 -2.840 -4.040
O -8.293 -1.991 -3.307
C -7.377 -1.354 -4.063
O -6.499 -0.579 -3.728
O -7.642 -1.736 -5.334
H -7.651 -4.196 -6.158
H -8.139 -3.058 -7.408
H -9.325 -4.169 -6.764
H -9.470 -1.701 -5.920
H -8.861 -3.880 -3.829
H -10.167 -2.669 -3.844
C 9.277 -8.836 0.682
C 9.078 -7.586 1.621
C 10.205 -6.559 1.670
O 9.570 -5.374 1.321
C 8.315 -5.538 1.116
O 7.480 -4.637 1.105
O 8.057 -6.805 1.048
H 9.834 -8.642 -0.234
H 8.308 -9.265 0.428
H 9.862 -9.596 1.200
H 8.765 -7.834 2.635
H 10.925 -6.853 0.906
H 10.862 -6.551 2.540
C -0.718 0.161 1.029
C 0.457 0.655 0.197
C 0.494 0.285 -1.253
O 0.852 1.458 -1.941
C 0.724 2.497 -1.109
O 0.883 3.667 -1.396
O 0.362 2.032 0.103
H -1.620 0.147 0.417
H -1.029 0.720 1.912
H -0.484 -0.866 1.306
H 1.373 0.416 0.738
H -0.468 -0.081 -1.613
H 1.236 -0.495 -1.419
C 0.967 -10.377 -0.035
C -0.078 -9.369 0.399
C 0.394 -7.883 0.243
O -0.571 -7.175 -0.507
C -1.435 -8.058 -0.931
O -2.441 -7.877 -1.597
O -1.152 -9.342 -0.541
H 0.589 -11.399 0.010
H 1.790 -10.455 0.675
H 1.395 -10.201 -1.022
H -0.391 -9.619 1.413
H 1.397 -7.877 -0.182
H 0.458 -7.446 1.240
C 0.071 8.188 5.287
C -0.272 9.108 6.482
C -1.726 8.960 6.929
O -1.643 8.762 8.361
C -0.271 8.729 8.674
O 0.166 8.693 9.798
O 0.471 8.735 7.576
H 0.999 8.477 4.793
H -0.728 8.286 4.553
H 0.020 7.126 5.529
H -0.017 10.157 6.329
H -2.218 8.138 6.411
H -2.308 9.859 6.724
C -6.640 -8.749 4.134
S -6.069 -7.101 4.788
O -4.517 -7.119 4.826
C -6.583 -6.053 3.326
H -6.114 -9.560 4.638
H -6.430 -8.812 3.066
H -7.715 -8.913 4.203
H -6.156 -6.500 2.429
H -6.343 -4.990 3.348
H -7.648 -6.078 3.097
```